Record 1
{
  "formula": "C16H33N4O7P",
  "method": "ωB97M-V/def2-TZVPD",
  "symbols": ["N", "C", "C", "C", "C", "C", "O", "O", "C", "C", "N", "C", "C", "C", "N", "O", "P", "N", "O", "H", "H", "H", "H", "H", "H", "H", "H", "H", "H", "H", "H", "H", "H", "H", "C", "C", "O", "H", "H", "H", "H", "H", "H", "C", "C", "O", "H", "H", "H", "H", "H", "H", "C", "C", "O", "H", "H", "H", "H", "H", "H"],
  "xyz": [[2.41392, -2.46206, -0.37747], [2.40561, -1.33168, -0.36187], [2.42822, 0.17899, -0.42676], [1.32437, 0.83540, 0.45604], [-0.05739, 0.13951, 0.38198], [-0.59750, -0.08158, -1.03373], [-0.03348, -0.62429, -1.91944], [-1.90098, 0.37294, -1.25729], [3.92338, 0.62544, -0.05917], [4.44177, -0.42546, 0.91384], [5.04211, -1.12146, 1.56302], [4.75101, 0.67805, -1.39448], [6.20540, 0.08172, -1.30239], [6.15292, -1.38622, -1.81116], [6.28084, -2.55064, -0.98180], [5.95728, -1.54802, -2.96714], [3.95924, 2.25262, 0.94426], [4.14998, 3.57052, -0.16800], [5.33568, 2.16266, 1.93377], [2.21878, 0.47552, -1.47326], [1.65887, 0.74517, 1.51137], [1.23210, 1.91281, 0.23561], [-0.78112, 0.79749, 0.90661], [-0.06547, -0.82447, 0.96112], [-2.35244, -0.42588, -1.58681], [4.80963, 1.68350, -1.84767], [4.21549, 0.04793, -2.13533], [6.83187, 0.64658, -2.02399], [6.68373, 0.21192, -0.31453], [5.46617, -2.70881, -0.39477], [7.14764, -2.55572, -0.45259], [4.44012, 4.36061, 0.41682], [4.93866, 3.43620, -0.81333], [6.10858, 2.36393, 1.37677], [-4.85909, 0.57406, 0.29383], [-5.75827, -0.42422, -0.40453], [-5.01098, -1.58186, -0.79030], [-4.04119, 0.86919, -0.36226], [-5.41621, 1.46533, 0.58681], [-4.41017, 0.13128, 1.18817], [-6.18508, 0.01280, -1.30530], [-6.57865, -0.73547, 0.24930], [-4.64359, -1.97065, 0.01094], [-9.52414, 1.70910, -2.59781], [-9.20580, 1.01545, -1.28686], [-8.10995, 1.65140, -0.63375], [-8.65427, 1.69748, -3.25667], [-10.35760, 1.22117, -3.10650], [-9.78361, 2.75722, -2.42745], [-8.92708, -0.02373, -1.46253], [-10.07311, 1.03223, -0.61893], [-8.35981, 2.56723, -0.46915], [2.33195, -3.05913, 3.14433], [1.60481, -1.86677, 3.73387], [0.58137, -1.40574, 2.84592], [2.77986, -2.79927, 2.18587], [3.11780, -3.40781, 3.81665], [1.63692, -3.88310, 2.96019], [2.29661, -1.03997, 3.89676], [1.14628, -2.12852, 4.69262], [-0.03351, -2.13719, 2.71520]],
  "nbo_charge": [-0.31, 0.29, -0.31, -0.40, -0.54, 0.80, -0.56, -0.73, -0.42, 0.29, -0.31, -0.40, -0.53, 0.70, -0.91, -0.51, 1.23, -1.13, -0.95, 0.27, 0.24, 0.23, 0.24, 0.28, 0.50, 0.22, 0.24, 0.24, 0.22, 0.40, 0.38, 0.40, 0.36, 0.47, -0.64, -0.06, -0.73, 0.22, 0.22, 0.19, 0.19, 0.16, 0.46, -0.63, -0.06, -0.73, 0.21, 0.21, 0.20, 0.18, 0.16, 0.46, -0.64, -0.06, -0.74, 0.23, 0.22, 0.20, 0.18, 0.16, 0.47],
  "total_energy_ha": -1716.4586,
  "homo_lumo_gap_ha": 0.344,
  "lumo_ev": 0.175,
  "spin_multiplicity": 1,
  "e_homo_ev": -9.189,
  "smiles": "N#C[C@@H](CCC(=O)O)[C@@](C#N)(CCC(N)=O)P(N)O.CCO.CCO.CCO"
}

=====

Record 2
{
  "formula": "C30H46BrN3P2V",
  "method": "ωB97M-V/def2-TZVPD",
  "symbols": ["N", "C", "C", "C", "C", "C", "C", "V", "P", "C", "C", "C", "C", "C", "C", "C", "Br", "H", "H", "H", "H", "H", "H", "H", "H", "H", "H", "P", "C", "C", "H", "H", "H", "H", "H", "C", "C", "H", "H", "H", "H", "H", "C", "C", "H", "H", "H", "H", "H", "C", "C", "H", "H", "H", "H", "H", "C", "C", "H", "H", "H", "H", "H", "C", "C", "H", "H", "H", "H", "H", "N", "C", "C", "C", "C", "C", "N", "H", "H", "H", "H", "H", "H"],
  "xyz": [[1.05206, -6.10286, -0.90673], [1.85657, -5.60433, 0.04093], [1.62567, -4.36483, 0.65421], [0.49950, -3.60778, 0.25861], [-0.38330, -4.18105, -0.68935], [-0.02879, -5.42175, -1.25727], [0.27328, -2.26111, 0.82551], [0.27812, -0.33986, -0.04196], [-0.84487, 2.77057, 0.56135], [-1.07852, -1.66795, 0.69623], [-1.83273, -1.21556, 1.88772], [-3.19459, -0.85599, 1.73714], [-3.87334, -0.23567, 2.77400], [-3.22049, -0.02654, 4.00331], [-1.97365, -0.63151, 4.23474], [-1.27924, -1.22816, 3.18061], [-4.01183, 1.00432, 5.30056], [0.86705, -2.11031, 1.73891], [-1.75643, -2.03995, -0.09918], [2.33900, -3.99443, 1.39564], [-1.29068, -3.67985, -1.01744], [2.73191, -6.20213, 0.31551], [-0.67430, -5.85002, -2.02744], [-3.72105, -1.06701, 0.81491], [-0.32497, -1.72851, 3.39523], [-4.89272, 0.10797, 2.63795], [-1.54120, -0.63628, 5.22584], [-0.05532, 0.15809, -2.47036], [-1.25037, 2.73293, 2.34850], [-2.45060, 3.61292, 2.72264], [-0.35561, 3.10897, 2.87330], [-1.42454, 1.68694, 2.64706], [-2.59681, 3.59126, 3.80982], [-2.28244, 4.65967, 2.42859], [-3.39073, 3.26820, 2.27208], [-2.04867, 1.63562, -0.17821], [-3.30366, 2.39447, -0.64577], [-2.31886, 0.88293, 0.57280], [-1.58034, 1.13405, -1.05363], [-3.99772, 1.70408, -1.14131], [-3.83447, 2.85337, 0.19954], [-3.04567, 3.19575, -1.35204], [0.93277, 2.57663, 0.52394], [1.76858, 3.85883, 0.63977], [1.18972, 2.01528, -0.40450], [1.15836, 1.97841, 1.42010], [2.81207, 3.62480, 0.38899], [1.41273, 4.63689, -0.04560], [1.76301, 4.26162, 1.66176], [0.77434, 1.66309, -3.14447], [1.37211, 1.56946, -4.55043], [1.53793, 1.97605, -2.41543], [-0.00474, 2.44390, -3.12922], [2.20964, 0.86286, -4.60672], [0.62143, 1.29241, -5.30498], [1.76535, 2.55613, -4.83765], [-1.62487, 0.24917, -3.47536], [-2.14765, -1.02064, -4.14859], [-1.45861, 1.02968, -4.23426], [-2.40403, 0.62987, -2.79700], [-1.56529, -1.29948, -5.03815], [-2.19057, -1.87812, -3.46480], [-3.17447, -0.84036, -4.49667], [0.82756, -1.27942, -3.13199], [1.73331, -1.95269, -2.11423], [1.38730, -0.97209, -4.02259], [0.04109, -1.96694, -3.47765], [1.92301, -1.36908, -1.17753], [1.32730, -2.92266, -1.80964], [2.72434, -2.17300, -2.54748], [3.49266, 0.21776, -0.67626], [3.33400, 0.18795, 0.68580], [4.45156, 0.37228, 1.53350], [4.23853, 0.60440, 2.88125], [2.92206, 0.50495, 3.36423], [1.87917, 0.18924, 2.49627], [2.07520, -0.02526, 1.15016], [2.74068, 0.59535, -1.26486], [4.43249, 0.40765, -1.01470], [5.43518, 0.40108, 1.06741], [5.06768, 0.82291, 3.55829], [2.70427, 0.63958, 4.41755], [0.85011, 0.08283, 2.86916]],
  "mulliken_spin": [-0.02, 0.01, -0.02, 0.09, -0.02, 0.01, -0.16, 1.85, 0.64, 0.12, 0.06, -0.05, 0.02, -0.01, 0.01, -0.08, 0.00, -0.01, -0.02, 0.00, -0.02, 0.00, 0.00, 0.00, 0.00, 0.00, 0.00, 0.10, 0.08, 0.01, 0.01, 0.03, 0.00, -0.01, 0.00, 0.23, 0.05, -0.09, -0.08, 0.00, 0.00, -0.01, 0.20, 0.04, -0.07, -0.02, 0.00, 0.00, 0.00, 0.00, 0.00, 0.00, 0.00, 0.00, 0.00, 0.00, 0.02, 0.00, 0.00, 0.00, 0.00, 0.00, 0.00, -0.04, 0.07, -0.01, 0.00, -0.01, -0.02, 0.01, 0.01, 0.02, 0.00, 0.00, 0.01, 0.09, 0.03, 0.01, 0.00, 0.00, 0.00, 0.00, -0.02],
  "total_charge": 2,
  "total_energy_ha": -5535.0511,
  "homo_lumo_gap_ha": [0.262, 0.138],
  "lumo_ev": [-5.853, -9.023],
  "spin_multiplicity": 4,
  "e_homo_ev": [-12.983, -12.768]
}

=====

Record 3
{
  "formula": "C19H15AsGdN5OS5",
  "method": "ωB97M-V/def2-TZVPD",
  "symbols": ["Gd", "C", "C", "C", "C", "C", "C", "N", "N", "C", "C", "C", "C", "C", "C", "H", "H", "H", "H", "H", "H", "H", "H", "H", "S", "As", "S", "S", "S", "O", "N", "N", "C", "N", "C", "C", "C", "C", "C", "C", "S", "H", "H", "H", "H", "H", "H"],
  "xyz": [[-0.42669, 0.75379, 1.68857], [0.28119, -0.26867, -4.67523], [1.43821, 0.29821, -4.11875], [1.53226, 1.36072, -3.16261], [-0.52855, 0.87985, -1.98362], [-1.33535, 0.12742, -2.86068], [-1.03787, -0.28109, -4.15952], [-0.79960, 0.94031, -0.67683], [-1.82419, 0.07010, -0.24393], [-2.78411, 0.74217, 0.49969], [-4.04580, 0.19815, 0.67079], [-5.02704, 0.90484, 1.41871], [-4.78033, 2.23985, 1.78013], [-3.45232, 2.71884, 1.72077], [-2.45606, 1.91654, 1.23457], [0.49577, -0.85985, -5.59800], [2.41371, 0.10815, -4.63814], [2.49614, 2.84334, -2.36582], [-2.26614, -0.35529, -2.42627], [-1.84683, -0.63894, -4.78000], [-4.30405, -0.78636, 0.29686], [-6.00245, 0.51026, 1.69418], [-5.64549, 2.79299, 2.18977], [-3.26412, 3.70474, 1.98572], [0.10115, 2.47286, 3.69393], [-1.04122, 0.97303, 4.91927], [-1.82929, -1.11986, 3.28883], [-0.15194, -1.89708, 4.02108], [0.58947, -0.49359, 5.34571], [0.35693, 1.74240, -2.43967], [2.55701, 2.10770, -3.06781], [3.24156, 1.40596, 2.56078], [3.07277, 0.40815, 1.70270], [1.90734, -0.27381, 1.65438], [2.07761, -1.40380, 0.83102], [1.09424, -2.33817, 0.48326], [1.52267, -3.48823, -0.22151], [2.79319, -3.53714, -0.79196], [3.73709, -2.58707, -0.47074], [3.37273, -1.55234, 0.34089], [4.33933, -0.16718, 0.69876], [2.48374, 1.66091, 3.17895], [4.17764, 1.68334, 2.78714], [0.13465, -2.28264, 0.94566], [0.85114, -4.29510, -0.49723], [3.04676, -4.33248, -1.50193], [4.73518, -2.60592, -0.95187]],
  "mulliken_spin": [4.99, 0.00, 0.00, 0.00, 0.01, 0.00, 0.00, 0.03, 0.26, -0.04, 0.08, -0.03, 0.10, -0.04, 0.56, 0.00, 0.00, 0.00, 0.00, 0.00, 0.00, 0.00, 0.01, 0.01, 0.11, 0.67, 0.14, 0.07, 0.06, 0.00, 0.00, 0.00, -0.01, 0.01, 0.00, -0.01, 0.00, 0.00, 0.00, 0.00, 0.00, 0.00, 0.00, 0.02, 0.00, 0.00, 0.00],
  "total_energy_ha": -6074.2353,
  "homo_lumo_gap_ha": [0.164, 0.172],
  "lumo_ev": [-1.767, -2.111],
  "spin_multiplicity": 8,
  "e_homo_ev": [-6.221, -6.778]
}

=====

Record 4
{
  "formula": "C4H11N3",
  "method": "ωB97M-V/def2-TZVPD",
  "symbols": ["C", "C", "C", "C", "N", "N", "N", "H", "H", "H", "H", "H", "H", "H", "H", "H", "H", "H"],
  "xyz": [[-1.16483, 0.16155, 1.50778], [-0.08414, -0.84568, 1.03224], [0.55023, -0.37182, -0.24938], [1.78007, 0.21069, -0.15461], [2.36057, 0.83927, -1.25017], [-0.41943, -0.09174, -1.31261], [-2.50450, -0.10926, 0.22187], [-0.74008, 1.08725, 1.85775], [-1.84762, -0.43188, 2.19287], [0.53703, -1.03483, 1.81545], [-0.72460, -1.70012, 0.81700], [2.45604, 0.04020, 0.69847], [1.61719, 1.34923, -1.78969], [3.05214, 1.55473, -0.98946], [-1.32246, 0.04297, -0.74968], [-0.62922, -1.03703, -1.85117], [-3.25497, -0.03672, 0.93820], [-1.68795, 0.76987, 0.63044]],
  "nbo_charge": [-0.42, -0.43, 0.06, -0.03, -0.82, -0.89, -0.77, 0.24, 0.25, 0.21, 0.21, 0.19, 0.39, 0.36, 0.39, 0.36, 0.34, 0.35],
  "total_energy_ha": -323.0589,
  "homo_lumo_gap_ha": 0.302,
  "lumo_ev": 0.631,
  "spin_multiplicity": 1,
  "e_homo_ev": -7.581
}

=====

Please write out number 3 again, unchanged.
{
  "formula": "C19H15AsGdN5OS5",
  "method": "ωB97M-V/def2-TZVPD",
  "symbols": ["Gd", "C", "C", "C", "C", "C", "C", "N", "N", "C", "C", "C", "C", "C", "C", "H", "H", "H", "H", "H", "H", "H", "H", "H", "S", "As", "S", "S", "S", "O", "N", "N", "C", "N", "C", "C", "C", "C", "C", "C", "S", "H", "H", "H", "H", "H", "H"],
  "xyz": [[-0.42669, 0.75379, 1.68857], [0.28119, -0.26867, -4.67523], [1.43821, 0.29821, -4.11875], [1.53226, 1.36072, -3.16261], [-0.52855, 0.87985, -1.98362], [-1.33535, 0.12742, -2.86068], [-1.03787, -0.28109, -4.15952], [-0.79960, 0.94031, -0.67683], [-1.82419, 0.07010, -0.24393], [-2.78411, 0.74217, 0.49969], [-4.04580, 0.19815, 0.67079], [-5.02704, 0.90484, 1.41871], [-4.78033, 2.23985, 1.78013], [-3.45232, 2.71884, 1.72077], [-2.45606, 1.91654, 1.23457], [0.49577, -0.85985, -5.59800], [2.41371, 0.10815, -4.63814], [2.49614, 2.84334, -2.36582], [-2.26614, -0.35529, -2.42627], [-1.84683, -0.63894, -4.78000], [-4.30405, -0.78636, 0.29686], [-6.00245, 0.51026, 1.69418], [-5.64549, 2.79299, 2.18977], [-3.26412, 3.70474, 1.98572], [0.10115, 2.47286, 3.69393], [-1.04122, 0.97303, 4.91927], [-1.82929, -1.11986, 3.28883], [-0.15194, -1.89708, 4.02108], [0.58947, -0.49359, 5.34571], [0.35693, 1.74240, -2.43967], [2.55701, 2.10770, -3.06781], [3.24156, 1.40596, 2.56078], [3.07277, 0.40815, 1.70270], [1.90734, -0.27381, 1.65438], [2.07761, -1.40380, 0.83102], [1.09424, -2.33817, 0.48326], [1.52267, -3.48823, -0.22151], [2.79319, -3.53714, -0.79196], [3.73709, -2.58707, -0.47074], [3.37273, -1.55234, 0.34089], [4.33933, -0.16718, 0.69876], [2.48374, 1.66091, 3.17895], [4.17764, 1.68334, 2.78714], [0.13465, -2.28264, 0.94566], [0.85114, -4.29510, -0.49723], [3.04676, -4.33248, -1.50193], [4.73518, -2.60592, -0.95187]],
  "mulliken_spin": [4.99, 0.00, 0.00, 0.00, 0.01, 0.00, 0.00, 0.03, 0.26, -0.04, 0.08, -0.03, 0.10, -0.04, 0.56, 0.00, 0.00, 0.00, 0.00, 0.00, 0.00, 0.00, 0.01, 0.01, 0.11, 0.67, 0.14, 0.07, 0.06, 0.00, 0.00, 0.00, -0.01, 0.01, 0.00, -0.01, 0.00, 0.00, 0.00, 0.00, 0.00, 0.00, 0.00, 0.02, 0.00, 0.00, 0.00],
  "total_energy_ha": -6074.2353,
  "homo_lumo_gap_ha": [0.164, 0.172],
  "lumo_ev": [-1.767, -2.111],
  "spin_multiplicity": 8,
  "e_homo_ev": [-6.221, -6.778]
}